Record 1
12
Properties=species:S:1:pos:R:3 method="wB97M-V/def2-TZVPD" homo_ev="-8.107 / -8.106" max_force_ha_per_bohr=0.0299 orbital_gap_ha="0.3096 / 0.3096" total_charge=0 multiplicity=1 total_energy_ha=-265.348308
N 0.041 -0.507 0.121
N -3.119 1.008 -0.921
C 0.536 -0.190 -1.217
C 0.379 -1.154 1.182
C -0.662 0.372 -0.583
C -2.005 0.695 -0.759
H 1.314 -1.699 1.178
H -0.276 -1.136 2.044
H 0.484 -1.013 -1.933
H 1.456 0.401 -1.240
H 0.658 1.746 0.833
H 1.194 1.496 1.295

=====

Record 2
128
Properties=species:S:1:pos:R:3 method="wB97M-V/def2-TZVPD" homo_ev=-13.581 max_force_ha_per_bohr=0.0116 orbital_gap_ha=0.2423 total_charge=+3 multiplicity=1 total_energy_ha=-5770.137876
Y 0.580 0.958 0.247
Br 0.560 -1.667 -0.548
Si 0.665 -4.060 -1.273
F -6.211 -1.054 0.623
O -1.594 0.806 0.804
O 0.231 3.471 2.895
O 6.409 2.901 -0.776
O 0.166 2.999 0.705
N 2.413 1.888 -3.790
N 1.629 2.980 -3.644
N -4.021 3.566 2.640
N -10.709 0.307 2.180
N 8.174 3.719 -1.813
N 4.237 -0.199 2.646
N 1.401 1.608 -1.894
N 8.220 4.120 -0.476
N 3.967 1.026 3.154
N -7.946 0.868 1.795
N 2.379 0.640 1.737
C -2.703 3.754 2.544
C 6.072 3.888 4.163
C -4.845 4.644 3.232
C 1.962 -5.317 -3.366
C 6.778 3.717 1.490
C 6.016 2.712 2.070
C -2.197 -3.752 -0.940
C 5.238 2.343 -3.416
C 6.601 2.348 -3.140
C -8.657 0.013 0.855
C -6.548 1.041 1.686
C -10.116 0.426 0.800
C -5.689 0.097 1.080
C 2.872 1.525 2.613
C -5.471 5.531 2.172
C 7.111 3.015 -1.939
C -5.976 2.194 2.185
C 3.307 1.771 -4.948
C 2.249 -4.187 1.157
C -1.351 -3.686 -3.260
C -2.347 1.691 1.359
C 5.658 1.068 -5.407
C 2.015 -3.970 -2.608
C -0.064 -5.026 1.312
C -1.315 -5.842 -1.997
C -3.768 1.472 1.474
C 3.267 -0.402 1.801
C 7.019 1.094 -5.142
C 2.281 1.083 -2.751
C -4.592 2.419 2.107
C -9.956 1.170 3.156
C -1.118 -4.312 -1.879
C 6.847 4.885 3.584
C 7.496 1.737 -4.011
C 5.665 2.794 3.411
C 1.138 -4.893 0.367
C -4.349 0.300 0.964
C -0.374 3.178 1.891
C 7.180 3.622 0.085
C 3.413 -3.806 -1.995
C -8.492 0.769 3.143
C 1.831 -2.839 -3.627
C 7.205 4.803 2.249
C -1.849 2.884 1.914
C 1.040 2.784 -2.499
C 4.764 1.708 -4.555
C 1.626 -6.312 -0.009
C 4.908 1.670 4.079
H -1.277 -6.344 -1.031
H -2.133 -2.667 -0.848
H 4.563 2.866 -2.747
H -10.693 -0.207 0.129
H -2.170 -4.184 0.057
H 3.176 -1.304 1.218
H -0.585 -6.316 -2.656
H -2.302 -6.034 -2.425
H -10.652 -0.669 2.484
H -0.726 -4.124 -4.037
H -10.404 1.043 4.139
H 7.812 5.569 1.787
H 3.018 0.895 -5.527
H 5.293 0.567 -6.296
H -6.132 4.970 1.511
H -4.182 5.212 3.881
H -2.319 4.657 3.002
H -2.390 -3.868 -3.548
H -6.054 6.316 2.651
H 2.085 -6.181 -2.712
H 2.475 -4.795 2.036
H -10.225 1.468 0.505
H 1.823 -6.868 0.912
H 0.274 -5.521 2.227
H 3.177 -4.070 0.600
H 2.554 -6.298 -0.580
H 8.555 1.769 -3.795
H 0.346 3.489 -2.071
H -0.867 -5.633 0.899
H -10.088 2.198 2.823
H 3.699 -4.634 -1.350
H -3.726 -0.451 0.499
H 3.090 2.656 -5.544
H 0.885 -6.882 -0.573
H -5.587 4.186 3.882
H 2.662 -2.885 -4.337
H -4.704 6.007 1.561
H -7.960 1.435 3.819
H 5.574 0.870 4.398
H -8.584 -1.052 1.116
H -11.701 0.551 2.172
H -8.246 0.131 -0.145
H 4.353 2.020 4.948
H -0.471 -4.053 1.596
H 1.850 -1.861 -3.146
H -3.171 -3.991 -1.375
H 2.438 2.486 2.855
H 7.168 5.730 4.176
H -6.629 2.943 2.604
H 2.823 0.160 -2.635
H 0.910 -2.912 -4.199
H 2.783 -5.344 -4.088
H 3.504 -2.877 -1.425
H -8.382 -0.251 3.544
H 5.798 3.961 5.209
H 4.143 -3.766 -2.807
H 1.035 -5.441 -3.926
H 5.728 1.854 1.473
H -1.195 -2.605 -3.254
H 7.709 0.607 -5.817
H 1.926 -3.209 1.515

=====

Record 3
13
Properties=species:S:1:pos:R:3 method="wB97M-V/def2-TZVPD" homo_ev=-2.934 max_force_ha_per_bohr=0.1065 orbital_gap_ha=0.2667 total_charge=-1 multiplicity=1 total_energy_ha=-415.431942
O -0.604 -1.966 1.283
O 0.342 1.275 -1.990
N -0.095 -1.026 -1.973
N -0.702 -1.855 -0.969
C -0.382 -1.298 0.274
C 0.285 1.129 1.091
C 0.118 0.257 -1.359
C 0.181 -0.006 0.066
H -0.123 -1.040 -2.960
H 0.351 0.729 2.005
H -0.644 -2.836 -1.186
H -0.510 1.815 1.163
H 1.231 1.690 0.711

=====

Record 4
25
Properties=species:S:1:pos:R:3 method="wB97M-V/def2-TZVPD" homo_ev="-12.229 / -12.229" max_force_ha_per_bohr=0.0703 orbital_gap_ha="0.2383 / 0.2383" total_charge=+1 multiplicity=1 total_energy_ha=-1263.401466
Cl 3.179 2.191 -0.263
S 1.588 -1.855 0.074
N -1.178 1.939 1.433
C -1.086 -2.301 0.531
C -1.353 1.764 -1.218
C 2.361 0.694 -0.027
C -0.294 0.097 0.318
C 4.256 -1.156 -0.141
C -1.170 1.180 0.255
C -0.041 -1.218 0.436
C 2.857 -0.553 -0.097
C -2.537 1.040 -0.752
H -1.001 -2.779 1.649
H -0.869 -3.197 -0.217
H -0.534 1.561 2.131
H 4.868 -0.399 -0.631
H 1.188 0.580 0.090
H -2.706 -0.005 -1.035
H -2.041 -1.822 0.453
H -2.087 2.029 1.834
H 4.463 -1.578 0.799
H -0.573 1.381 -1.819
H -1.155 2.857 -1.127
H -3.292 1.522 -0.225
H 4.371 -1.985 -0.709

=====

Record 5
18
Properties=species:S:1:pos:R:3 method="wB97M-V/def2-TZVPD" homo_ev=-8.921 max_force_ha_per_bohr=0.0905 orbital_gap_ha=0.3540 total_charge=0 multiplicity=1 total_energy_ha=-422.134424
O -1.408 1.380 -2.195
O 0.227 2.458 -1.089
O -0.372 -1.197 -1.394
C -0.443 -1.489 1.701
C 1.680 -0.139 -0.683
C -0.374 1.449 -1.349
C -0.604 -0.022 1.358
C 0.196 -0.289 -0.857
H -1.648 0.286 1.457
H 1.904 0.770 -0.130
H -1.611 2.269 -2.537
H 0.023 0.617 1.977
H -0.557 0.600 0.217
H 2.147 -0.067 -1.665
H -0.932 -2.112 0.952
H 2.070 -1.026 -0.184
H -0.904 -1.716 2.664
H 0.608 -1.771 1.757

=====

Record 6
24
Properties=species:S:1:pos:R:3 method="wB97M-V/def2-TZVPD" homo_ev=-8.930 max_force_ha_per_bohr=0.0100 orbital_gap_ha=0.3624 total_charge=0 multiplicity=1 total_energy_ha=-405.688782
O -0.769 0.010 -2.021
N 0.115 -0.492 0.149
C 2.410 -1.331 -1.207
C -2.137 0.406 0.860
C 0.811 1.560 -1.017
C -0.522 -0.665 2.453
C -0.651 0.179 1.184
C 1.452 -0.680 -1.836
C 0.354 0.100 -1.145
H -2.274 1.199 0.127
H -0.956 -0.145 3.303
H -1.035 -1.616 2.327
H 1.390 -0.649 -2.913
H 3.181 -1.859 -1.742
H 0.527 -0.862 2.658
H -2.583 -0.510 0.476
H -0.175 1.149 1.368
H 1.641 1.621 -0.319
H 1.139 1.914 -1.992
H 2.451 -1.356 -0.132
H -2.672 0.696 1.762
H -0.001 2.198 -0.673
H -1.476 0.573 -1.688
H -0.220 -1.440 0.019